2 unconnected molecules or ions with the total composition C21H29N3O5S2. Source: the Open Molecules 2025 dataset; level of theory: the ωB97M-V functional and the def2-TZVPD basis.

XYZ file:
```
60
Properties=species:S:1:pos:R:3:forces:R:3
C -4.983488 -1.479867 1.174177 0.148 -0.131 -0.353
O -4.558831 -0.402226 0.328334 0.528 -0.032 -0.272
C -3.693194 -0.678248 -0.710490 -0.515 -0.629 0.541
C -3.472822 -1.977203 -1.204559 0.252 0.477 -0.106
C -2.581312 -2.205079 -2.252964 -0.125 0.220 0.207
C -1.878516 -1.150720 -2.847234 0.158 -0.255 -0.176
C -0.940571 -1.492319 -3.936962 0.675 1.694 -0.836
C -0.228256 -0.656401 -4.784718 -1.464 -0.824 1.778
S -0.194304 1.108012 -4.880008 0.252 -0.383 -0.249
C 0.938465 1.050385 -6.218863 1.044 0.957 -1.280
S 1.557882 2.381366 -6.996594 -0.552 -0.807 0.680
N 1.264801 -0.241630 -6.565783 -0.718 1.544 0.791
C 0.648335 -1.201948 -5.816175 0.573 -2.603 -0.676
O 0.854622 -2.381957 -6.049664 -0.342 0.365 0.428
C -2.100039 0.145032 -2.351383 -0.670 0.010 0.551
C -3.008471 0.402085 -1.305444 0.541 0.551 -0.593
O -3.232397 1.667878 -0.800407 -0.134 -0.404 -0.253
C -2.882942 2.803627 -1.605821 0.174 -0.373 -0.107
H -4.124785 -2.045944 1.550023 -0.020 0.050 -0.108
H -5.527909 -1.076585 2.033329 0.186 0.275 -0.376
H -5.654271 -2.155885 0.634783 0.061 0.028 0.022
H -3.990930 -2.833280 -0.788602 -0.012 0.212 0.088
H -2.436715 -3.223731 -2.603056 0.009 0.161 0.010
H -0.797388 -2.556434 -4.109902 0.083 0.139 -0.103
H 1.883533 -0.479964 -7.331741 -0.115 0.189 0.170
H -1.544434 0.976918 -2.746717 0.040 0.145 -0.051
H -3.324919 3.706422 -1.174824 -0.034 -0.439 0.205
H -3.261473 2.694525 -2.627367 0.037 -0.089 0.072
H -1.797348 2.938919 -1.636933 -0.034 -0.026 -0.022
C 3.109678 -1.736061 5.430061 -0.280 -0.059 -0.440
N 2.399780 -0.681329 4.709228 0.251 0.824 0.830
C 1.923722 -0.797223 3.461833 0.013 -0.631 -0.618
O 2.002358 -1.853662 2.844924 -0.047 0.464 -0.057
C 1.204960 0.426581 2.837895 0.037 0.619 -0.152
C 1.628991 0.816723 1.397828 0.344 -0.899 -0.075
C 1.465496 -0.249279 0.294254 -0.418 0.199 -0.223
C 0.061224 -0.852890 0.267913 0.492 -0.155 0.449
C 1.732650 0.388561 -1.072894 0.252 -0.150 0.438
N 1.161105 1.631460 3.691375 -0.845 -1.565 -0.756
C 2.142119 2.414924 4.148421 1.136 0.970 0.744
C 3.570848 2.284019 3.656054 -0.259 -0.256 0.001
O 1.884826 3.255305 4.993047 -0.133 0.396 0.201
H 2.407856 -2.518469 5.723766 0.125 -0.057 0.021
H 3.587679 -1.325989 6.320811 -0.143 0.084 -0.159
H 3.873528 -2.176494 4.785630 -0.114 0.020 0.052
H 2.252456 0.197793 5.181385 0.008 -0.169 -0.002
H 0.166155 0.105509 2.765928 -0.068 -0.067 0.074
H 1.043298 1.690451 1.106461 -0.087 0.076 0.163
H 2.676758 1.110219 1.401157 0.110 0.181 0.041
H 2.193547 -1.045768 0.437051 -0.006 -0.058 0.176
H -0.687312 -0.062671 0.233716 -0.168 0.030 -0.075
H -0.094952 -1.464215 1.155905 -0.148 -0.055 0.036
H -0.046189 -1.499833 -0.601317 -0.145 0.026 -0.054
H 0.998377 1.168001 -1.277305 -0.022 0.109 -0.101
H 1.668538 -0.373199 -1.850275 -0.011 0.058 -0.099
H 2.733959 0.818562 -1.090255 0.026 0.147 -0.180
H 0.253472 1.887356 4.049222 0.075 0.008 0.134
H 3.663861 2.815676 2.711509 0.071 -0.038 -0.102
H 3.856118 1.244540 3.524788 0.110 -0.086 -0.211
H 4.232770 2.745656 4.387449 -0.183 0.011 -0.037
```
Positions in Å, forces in eV/Å.

Its HOMO energy is -8.21 eV. As for the strongest force on any atom: 2.750 eV/A. As for the multiplicity: 1. The value obtained for the energy relative to the best compared isomer or geometry (same formula, charge and spin) is 0.0000 eV. Its SMILES is COc1ccc(/C=C2\SC(=S)NC2=O)cc1OC.CNC(=O)[C@H](CC(C)C)NC(C)=O.

C21H29N3OS in the gas phase. Source: the Open Molecules 2025 dataset; level of theory: the ωB97M-V functional and the def2-TZVPD basis.

XYZ file:
```
55
Properties=species:S:1:pos:R:3:forces:R:3
C -7.179224 -2.031572 0.209577 0.036 -0.028 0.088
C -5.792612 -1.478706 0.077998 -0.043 0.062 -0.014
C -5.519706 -0.150684 0.380086 -0.049 -0.138 -0.061
C -4.235987 0.347940 0.285660 0.273 -0.065 0.005
C -3.183639 -0.474881 -0.110227 -0.509 -0.264 0.035
N -1.917990 0.105774 -0.230711 0.389 0.701 -0.197
C -0.693848 -0.469780 -0.062676 0.099 -0.102 0.110
S -0.487806 -1.994107 0.544563 0.024 -0.624 0.281
N 0.369694 0.311408 -0.403938 -0.448 0.032 -0.011
C 0.207858 1.475629 -1.259101 -0.286 0.216 0.157
C 0.015537 2.758221 -0.508350 0.921 0.383 -0.415
C 0.821119 3.846433 -0.349433 -0.370 -0.580 -0.198
C 0.108338 4.759573 0.466919 -0.545 -0.120 0.203
C -1.078208 4.162598 0.746781 0.389 0.797 0.231
O -1.147922 2.953800 0.159609 -0.192 -0.479 -0.157
C 1.718313 -0.143122 -0.109017 0.406 -0.102 0.092
C 2.644637 0.981947 0.342216 -0.056 -0.167 0.091
C 3.921860 0.353724 0.914013 0.057 0.098 0.066
N 4.195676 -0.920229 0.278744 -0.097 0.027 0.069
C 5.458963 -1.522603 0.668498 0.152 -0.261 -0.060
C 5.380764 -3.041883 0.508169 0.031 0.285 0.173
C 6.688458 -0.962917 -0.061587 -0.312 0.022 0.256
C 3.881521 -0.897143 -1.132320 -0.131 0.011 -0.141
C 2.354660 -0.884856 -1.294155 0.102 0.011 0.178
C -3.452519 -1.799199 -0.438537 0.053 -0.007 -0.088
C -4.740880 -2.286398 -0.335944 -0.050 0.182 0.038
H -7.297532 -2.513859 1.180625 -0.102 -0.048 0.034
H -7.922645 -1.241548 0.131986 -0.092 0.004 -0.012
H -7.373298 -2.776629 -0.558981 -0.080 -0.044 -0.037
H -6.321358 0.502694 0.694194 -0.080 0.061 0.019
H -4.040426 1.385462 0.521922 0.031 0.098 0.038
H -1.941533 1.116795 -0.180059 0.017 -0.169 -0.035
H 1.104381 1.576726 -1.873225 -0.108 0.042 0.012
H -0.644705 1.309427 -1.929155 0.187 0.002 0.020
H 1.798215 3.988738 -0.762470 0.229 -0.075 -0.123
H 0.439660 5.722672 0.795315 -0.009 0.219 0.118
H -1.924227 4.474011 1.325995 -0.160 -0.043 0.062
H 1.626670 -0.849601 0.721037 -0.007 0.182 -0.206
H 2.894672 1.626496 -0.501481 0.020 0.119 -0.036
H 2.161732 1.595397 1.103143 0.025 0.058 -0.036
H 4.754159 1.071972 0.798993 -0.033 -0.048 0.035
H 3.793449 0.161874 1.984347 0.027 0.093 -0.019
H 5.568501 -1.306142 1.738334 -0.013 -0.015 -0.073
H 5.416535 -3.332365 -0.538566 0.018 -0.066 -0.147
H 4.451784 -3.405683 0.937379 -0.080 -0.079 0.054
H 6.216011 -3.513143 1.019562 0.122 -0.114 -0.002
H 6.739971 0.118954 0.041699 0.072 0.120 -0.030
H 7.594274 -1.389272 0.361092 0.141 -0.030 0.003
H 6.653633 -1.209373 -1.120204 0.019 -0.032 -0.134
H 4.321671 -0.018146 -1.636361 0.065 -0.086 -0.030
H 4.288627 -1.788152 -1.607716 0.065 0.049 -0.056
H 1.965842 -1.902457 -1.312076 -0.056 -0.008 -0.024
H 2.087079 -0.404333 -2.237615 -0.043 0.032 -0.069
H -2.657566 -2.445855 -0.768967 0.001 0.005 -0.016
H -4.932656 -3.318949 -0.589333 -0.020 -0.116 -0.044
```
Positions in Å, forces in eV/Å.

Its HOMO energy is -7.70 eV. As for the strongest force on any atom: 1.080 eV/A. As for the multiplicity: 1. The value obtained for the energy relative to the best compared isomer or geometry (same formula, charge and spin) is 1.5989 eV. Its SMILES is Cc1ccc(NC(=S)N(Cc2ccco2)C2CCN(C(C)C)CC2)cc1.

C21H29N3OS in the gas phase. Source: the Open Molecules 2025 dataset; level of theory: the ωB97M-V functional and the def2-TZVPD basis.

XYZ file:
```
55
Properties=species:S:1:pos:R:3:forces:R:3
C 2.996074 -0.204382 3.249950 0.083 0.225 -0.118
C 2.717930 1.036061 2.407234 -0.113 0.071 0.041
C 1.436284 1.737506 2.869611 0.178 0.053 -0.115
C 2.606894 0.808670 0.900608 0.130 0.001 0.458
O 2.547827 1.748974 0.131772 0.024 0.370 -0.179
N 2.543870 -0.471405 0.475960 -0.035 -0.360 -0.098
C 2.483328 -0.829076 -0.924962 -0.044 -0.256 -0.250
C 3.722377 -1.640050 -1.300298 -0.119 0.254 -0.071
C 1.191380 -1.630799 -1.236630 0.108 0.258 -0.015
C 1.095139 -1.943448 -2.701468 -0.094 -0.450 -0.156
C 1.438163 -1.195002 -3.785570 0.044 -0.082 0.289
C 1.114984 -1.814576 -5.014753 -0.094 -0.121 -0.194
C 0.524411 -3.023591 -4.850036 -0.096 -0.193 0.268
S 0.351081 -3.430171 -3.189592 0.266 0.513 -0.204
N -0.065687 -1.019711 -0.835227 0.011 -0.041 0.228
C -0.277409 0.353826 -1.248517 -0.277 0.093 -0.115
C -1.762699 0.675356 -1.102594 0.244 0.113 -0.259
N -2.176750 0.482281 0.271357 0.293 -0.150 0.033
C -3.252641 1.204112 0.772590 -0.268 0.182 0.208
C -3.286117 2.593798 0.608582 0.012 -0.012 -0.103
C -4.311604 3.347686 1.139483 -0.028 0.025 -0.042
C -5.330702 2.745362 1.859859 -0.137 0.005 0.095
C -5.305365 1.374279 2.038257 -0.108 0.138 0.057
C -4.286084 0.609669 1.501317 0.158 -0.170 -0.128
C -1.954014 -0.882192 0.684749 0.240 -0.108 0.195
C -0.461777 -1.196741 0.543085 -0.325 -0.034 0.128
H 2.156735 -0.898460 3.224699 -0.087 -0.110 0.014
H 3.141567 0.093913 4.286401 -0.005 -0.043 0.074
H 3.899980 -0.714888 2.921550 0.068 -0.110 0.020
H 3.548130 1.740971 2.530876 -0.064 -0.079 -0.097
H 1.246893 2.608026 2.247043 -0.056 0.061 -0.009
H 0.580745 1.068127 2.795037 -0.106 -0.055 0.011
H 1.532112 2.059395 3.903907 -0.013 0.010 0.106
H 2.626912 -1.228242 1.133908 0.029 0.117 0.100
H 2.473432 0.118057 -1.470865 -0.030 -0.119 0.052
H 3.717823 -1.874652 -2.360377 0.053 -0.084 -0.062
H 4.620522 -1.070777 -1.072563 0.082 0.021 0.038
H 3.748532 -2.573719 -0.740144 0.026 -0.135 0.063
H 1.251684 -2.584553 -0.695021 0.045 0.073 0.021
H 1.920181 -0.235758 -3.725098 0.106 0.204 0.080
H 1.316780 -1.373183 -5.974321 0.013 0.041 -0.183
H 0.177858 -3.706420 -5.599757 -0.048 -0.106 -0.209
H 0.009241 0.453302 -2.296407 -0.010 0.054 0.005
H 0.307681 1.066364 -0.648176 -0.005 -0.012 -0.073
H -1.951257 1.701498 -1.412073 0.002 -0.042 0.011
H -2.332121 0.000207 -1.763553 0.021 0.087 -0.011
H -2.487185 3.087798 0.076634 0.099 0.030 -0.023
H -4.310612 4.419150 0.998948 0.017 0.077 -0.011
H -6.131010 3.337753 2.276717 -0.062 0.046 0.039
H -6.094728 0.887011 2.593101 -0.049 -0.036 0.036
H -4.311755 -0.460481 1.638469 0.034 -0.088 -0.009
H -2.235048 -0.996624 1.732811 -0.023 -0.006 -0.048
H -2.529748 -1.594935 0.072469 -0.017 -0.006 0.071
H -0.284317 -2.234578 0.837157 0.024 0.004 0.019
H 0.092076 -0.530740 1.223861 -0.097 -0.116 0.023
```
Positions in Å, forces in eV/Å.

Its HOMO energy is -7.66 eV. As for the strongest force on any atom: 0.613 eV/A. As for the multiplicity: 1. The value obtained for the energy relative to the best compared isomer or geometry (same formula, charge and spin) is 0.8113 eV. Its SMILES is CC(C)C(=O)N[C@@H](C)[C@H](c1cccs1)N1CCN(c2ccccc2)CC1.

| no. | HOMO-LUMO gap (Ha) |
| --- | --- |
| 1 | 0.267 |
| 2 | 0.307 |
| 3 | 0.303 |